Record 1
The following is a quantum chemistry calculation of a molecular structure, C39H47N7O4ReS2, from OMol25.

Output
Net charge: +2
Gap between HOMO and LUMO (alpha / beta), eV: 8.0 / 6.2
LUMO energy (alpha / beta), eV: -5.118 / -6.989
2S+1: 4
Expectation value of S²: 3.7729
DFT total energy, Ha: -3072.913560

Geometry as XYZ:
```
100
Properties=species:S:1:pos:R:3:forces:R:3
Re -0.1329 -0.6098 1.0005 1.9 0.1 0.1
C 4.3368 3.7103 -0.7429 0.0 -0.1 0.1
C 4.6045 2.2907 -0.2447 0.0 0.2 -0.3
N 3.6426 1.8851 0.7976 -0.2 -0.3 -0.1
C 4.1176 1.9125 2.1786 0.2 0.2 0.4
C 4.3127 3.3122 2.7484 -0.1 -0.1 -0.1
C 2.4683 1.4166 0.4295 -0.2 -0.1 0.5
S 1.1924 1.2442 1.6550 -0.4 0.1 0.1
N 2.2114 1.2726 -0.8569 -0.1 0.0 -0.8
C 1.4003 0.4282 -1.4347 0.5 0.8 0.2
O 0.8494 -0.5773 -0.8452 -0.7 -0.7 1.3
C 1.1125 0.6194 -2.8671 -0.2 -0.2 -0.1
C 0.4218 -0.3696 -3.5704 0.0 0.0 0.1
C 0.0696 -0.1601 -4.8920 0.0 0.0 0.0
C 0.4003 1.0367 -5.5142 0.0 0.0 0.0
C 1.1172 2.0094 -4.8282 0.0 0.0 0.0
C 1.4780 1.8035 -3.5088 0.0 -0.1 0.1
H 4.8997 3.8851 -1.6589 0.0 0.0 0.0
H 4.6418 4.4556 -0.0116 0.0 0.0 0.0
H 3.2764 3.8441 -0.9567 0.0 0.0 -0.1
H 5.6007 2.2112 0.1856 0.0 0.0 0.0
H 4.5291 1.5925 -1.0731 0.1 -0.1 0.1
H 5.0661 1.3734 2.1921 0.0 0.0 -0.1
H 3.4309 1.3374 2.7863 -0.1 -0.1 0.0
H 4.9861 3.9076 2.1347 0.0 0.0 0.0
H 4.7695 3.2184 3.7335 0.0 0.0 0.0
H 3.3635 3.8412 2.8468 0.0 0.0 0.0
H 0.1905 -1.3082 -3.0832 0.0 0.0 0.0
H -0.4502 -0.9331 -5.4433 0.0 0.0 0.0
H 0.1163 1.2049 -6.5450 0.0 0.0 0.0
H 1.4008 2.9256 -5.3281 0.0 0.0 0.0
H 2.0444 2.5445 -2.9624 0.0 0.0 0.0
C -4.1725 -3.8534 0.8822 0.0 0.0 0.0
C -2.9037 -4.2124 0.0803 -0.6 -0.2 0.0
C -1.9363 -3.1666 0.2758 0.5 0.3 -0.1
N -1.2218 -2.2873 0.4564 -0.6 -0.7 -0.1
H -4.9135 -4.6390 0.7585 0.0 0.0 0.0
H -4.5962 -2.9149 0.5273 0.0 0.0 0.0
H -3.9457 -3.7553 1.9428 0.0 0.0 0.0
H -3.1227 -4.2784 -0.9883 0.1 0.1 0.0
H -2.4846 -5.1668 0.4023 0.1 0.1 0.0
O 3.1926 -1.1206 2.1018 -0.4 -0.1 0.0
C 2.4651 -1.9933 1.6726 1.1 -0.2 0.2
O 1.1388 -1.9764 1.7945 -1.1 1.0 -0.6
C 3.0079 -3.2252 1.0153 -0.3 0.2 -0.1
C 4.0809 -3.9035 1.5781 0.0 0.0 0.0
C 4.5663 -5.0457 0.9587 0.1 0.0 0.1
C 4.0078 -5.4855 -0.2320 0.0 0.0 0.0
C 2.9554 -4.7881 -0.8083 0.0 0.1 -0.1
C 2.4450 -3.6625 -0.1810 0.1 -0.2 0.1
H 4.5194 -3.5499 2.5018 0.0 0.0 0.0
H 5.3883 -5.5883 1.4060 0.0 0.0 0.0
H 4.3909 -6.3771 -0.7102 0.0 0.0 0.0
H 2.5311 -5.1231 -1.7460 0.0 0.0 0.0
H 1.6255 -3.1139 -0.6258 -0.1 0.0 0.0
N -2.0563 0.9360 5.0242 0.0 0.0 0.0
C -1.1545 0.2456 4.3418 0.2 0.0 0.0
S -1.7357 -0.5298 2.8995 0.3 -0.1 -0.5
N 0.0848 0.1140 4.7783 0.1 0.0 -0.1
C 0.6355 0.7617 5.9344 0.1 0.2 0.2
C -0.0086 0.7283 7.1660 0.0 -0.2 0.0
C 0.5430 1.4083 8.2426 0.0 0.0 0.0
C 1.7349 2.1000 8.0990 0.1 0.0 0.0
C 2.3908 2.1024 6.8755 0.0 0.0 0.0
C 1.8413 1.4351 5.7947 -0.1 0.0 -0.1
H -2.9886 1.0267 4.6583 0.0 0.0 0.0
H -1.8080 1.4205 5.8743 0.0 0.0 0.0
H 0.7363 -0.3665 4.1689 0.0 -0.1 0.0
H -0.9022 0.1319 7.3072 0.0 0.0 0.0
H 0.0390 1.3940 9.1991 0.0 -0.1 0.0
H 2.1611 2.6304 8.9394 0.0 0.0 0.0
H 3.3243 2.6357 6.7618 0.0 0.0 0.0
H 2.3270 1.4404 4.8307 0.1 0.0 -0.1
C -4.8286 2.1187 -5.0250 0.1 -0.1 0.0
C -3.5420 1.3857 -4.6531 -0.2 0.1 -0.1
N -3.7455 -0.0175 -4.3042 0.1 -0.1 0.1
C -4.0663 -0.9502 -5.3903 -0.2 -0.1 0.0
C -5.5528 -1.2735 -5.4887 0.1 0.0 0.0
C -3.5330 -0.5462 -3.0884 0.0 0.1 -0.1
O -3.6019 -1.7466 -2.8385 0.0 0.0 0.0
C -3.1435 0.3513 -1.9367 -0.1 0.1 0.1
C -3.8713 1.4170 -1.4241 0.1 -0.1 0.0
C -3.4075 2.0479 -0.2754 0.0 0.0 -0.1
C -2.2779 1.5694 0.3534 0.0 0.1 0.1
N -1.6166 0.4878 -0.0944 -0.2 0.1 -0.2
C -2.0357 -0.0781 -1.2327 0.0 -0.1 -0.1
H -4.6153 3.1813 -5.1410 0.0 0.0 0.0
H -5.5919 1.9989 -4.2548 0.0 0.0 0.0
H -5.2327 1.7522 -5.9671 0.0 0.0 0.0
H -3.0546 1.8892 -3.8219 0.1 0.0 0.0
H -2.8530 1.4230 -5.5004 0.1 0.0 0.1
H -3.5179 -1.8720 -5.1993 0.1 0.0 -0.1
H -3.7034 -0.5096 -6.3192 0.0 0.0 0.0
H -5.8918 -1.7789 -4.5852 0.0 0.0 0.0
H -5.7228 -1.9387 -6.3348 0.0 0.0 0.0
H -6.1507 -0.3756 -5.6359 0.0 0.0 0.0
H -4.7866 1.7469 -1.8990 0.0 0.0 0.0
H -3.9311 2.8992 0.1349 0.0 0.0 0.0
H -1.8841 2.0411 1.2423 0.0 -0.1 0.0
H -1.4920 -0.9348 -1.6002 0.0 0.0 0.1
```
Forces are in eV/Å.

***

Record 2
The following is a quantum chemistry calculation of a molecular structure, C39H48CuP2Si, from OMol25.

Output
Net charge: 0
Gap between HOMO and LUMO (alpha / beta), eV: 7.5 / 7.1
LUMO energy (alpha / beta), eV: 0.195 / -0.703
2S+1: 2
Expectation value of S²: 0.7605
DFT total energy, Ha: -4127.379267

Geometry as XYZ:
```
91
Properties=species:S:1:pos:R:3:forces:R:3
Cu 0.3586 -0.6835 0.0206 -0.7 1.5 1.4
C -2.3573 -0.0193 0.8049 1.4 -0.6 -0.6
C -2.1781 -0.3651 -0.4833 0.0 -0.3 0.2
C -2.4929 0.5250 -1.6582 -0.2 0.1 -0.6
C -1.3895 1.4445 -2.2617 -0.2 0.0 -0.3
C -0.4515 2.1706 -1.3195 0.6 -0.8 -0.5
C -0.7505 2.6728 -0.1316 0.9 -0.9 0.4
C -2.0987 2.6385 0.4662 -1.4 0.0 0.9
C -2.6335 1.3562 1.2607 -0.4 1.4 0.5
C 2.0811 -0.1745 -0.7509 -0.7 -0.3 0.7
H -2.1403 -0.7372 1.6145 -0.3 0.2 -0.7
H -1.9343 -1.4068 -0.7341 -0.1 0.1 0.2
H -3.3519 1.1586 -1.4132 0.1 -0.2 0.1
H -2.8357 -0.1233 -2.4918 0.1 0.3 0.4
H -0.7858 0.8205 -2.9606 -0.3 0.6 0.4
H -1.9400 2.2064 -2.8530 0.4 -0.5 -0.1
H 0.5944 2.1449 -1.6563 -0.4 0.3 0.2
H 0.0697 2.9821 0.5342 -0.4 0.1 -0.5
H -2.8797 2.8482 -0.2914 0.6 0.3 0.4
H -2.0971 3.4329 1.2403 -0.5 -0.2 -0.5
H -2.3025 1.4452 2.3124 -0.2 -0.1 -0.5
H -3.7378 1.5046 1.2729 0.5 -0.1 0.2
H 2.5544 -0.9291 -0.1125 0.6 0.3 -0.7
H 2.3616 0.8758 -0.5720 -0.2 -0.7 -0.2
H 1.7526 -0.4733 -1.7458 0.7 0.1 -0.3
P 0.0892 -2.2179 -9.2558 0.1 -0.5 -0.5
P 1.9741 0.3688 -9.5009 1.2 0.4 -1.2
C -0.5588 -0.6377 -9.8987 0.6 1.2 -0.4
C 0.2592 0.4400 -10.0506 -1.2 -0.9 -0.3
C -0.7357 -3.3960 -10.4289 0.0 -0.6 -0.6
C -1.9025 -3.1262 -11.1645 -0.3 -0.4 -0.1
C -2.5206 -4.1035 -11.9621 0.3 -0.3 0.0
C -1.9490 -5.3792 -12.0860 0.3 0.3 0.4
C -0.7408 -5.6539 -11.4159 -0.3 0.1 -0.2
C -0.1347 -4.6677 -10.6239 -0.4 0.1 0.1
C -0.9170 -2.3806 -7.7371 0.2 0.2 -0.5
C -0.5277 -1.5047 -6.7095 -0.4 -0.6 -0.3
C -1.2487 -1.5216 -5.5269 -0.1 -0.2 -0.1
C -2.3307 -2.4016 -5.3901 0.1 0.0 -0.3
C -2.6921 -3.2758 -6.4213 0.3 0.2 0.2
C -1.9714 -3.2843 -7.6099 0.3 0.3 0.3
C 2.6996 1.1340 -11.1031 -0.1 0.2 -0.8
C 2.6589 0.3747 -12.3008 0.1 0.2 -0.2
C 3.0341 0.9017 -13.5543 0.2 0.4 0.4
C 3.4770 2.2372 -13.6469 -0.2 -0.2 0.4
C 3.5522 3.0108 -12.4764 0.0 -0.5 -0.2
C 3.1813 2.4504 -11.2355 0.1 0.3 -0.1
C 2.0883 1.8205 -8.4066 0.1 -0.3 -0.1
C 3.2540 1.8838 -7.6185 -0.6 0.4 -0.1
C 3.4341 2.9809 -6.7814 -0.4 0.0 -0.3
C 2.4633 3.9937 -6.7421 0.3 -0.3 0.0
C 1.3150 3.9073 -7.5221 -0.2 -0.1 -0.1
C 1.1046 2.8102 -8.3564 0.7 0.1 0.5
H -1.6067 -0.5932 -10.2252 0.4 0.2 0.1
H -0.0517 1.3518 -10.5910 -0.2 -0.5 0.4
H -2.3843 -2.1526 -11.1378 0.1 -0.2 0.2
H -3.4617 -3.8879 -12.4893 0.5 0.0 0.3
H -2.4349 -6.1536 -12.6919 0.2 0.4 0.3
H -0.2891 -6.6544 -11.5205 -0.2 0.7 0.1
H 0.8158 -4.9025 -10.1390 -0.3 0.1 0.0
H 0.3396 -0.8536 -6.8699 -0.4 -0.2 0.2
H -0.9471 -0.8657 -4.7188 -0.2 0.0 0.1
H -2.8960 -2.4010 -4.4707 -0.1 0.0 0.1
H -3.5187 -3.9622 -6.3137 -0.1 0.0 0.2
H -2.1960 -3.9830 -8.4203 0.0 0.3 0.3
H 2.3315 -0.6625 -12.2704 0.0 0.1 0.1
H 3.0056 0.2881 -14.4705 -0.1 0.3 0.7
H 3.7608 2.6674 -14.6204 -0.2 -0.3 0.6
H 3.9114 4.0540 -12.5417 -0.3 -0.7 0.2
H 3.2909 3.0908 -10.3590 -0.2 -0.2 -0.1
H 3.9928 1.0767 -7.6722 -0.3 0.3 0.0
H 4.3226 3.0375 -6.1679 0.0 0.1 0.1
H 2.6175 4.8499 -6.0934 -0.1 -0.1 -0.1
H 0.5622 4.6892 -7.4895 0.1 0.0 0.1
H 0.2000 2.7229 -8.9525 0.2 0.1 0.1
C 1.4544 -0.7223 5.0817 0.2 0.0 -0.1
Si 0.2215 -0.0312 3.8109 0.1 0.0 0.1
C -1.3447 -1.0309 4.1139 -0.2 0.0 0.2
C -0.0811 1.7673 4.2994 0.0 0.1 0.1
C 0.9221 -0.1832 2.0836 0.7 -1.0 -0.5
H 1.0773 -0.6223 6.1089 0.0 0.0 -0.2
H 2.4236 -0.2058 5.0337 -0.2 -0.1 0.0
H 1.6482 -1.7898 4.9059 -0.1 0.2 0.0
H -1.5670 -1.0685 5.1975 0.2 -0.1 -0.4
H -2.2279 -0.5977 3.6315 0.1 -0.1 0.1
H -1.2161 -2.0592 3.7474 -0.1 0.2 0.1
H 0.8161 2.3686 4.0838 -0.2 -0.1 0.1
H -0.9207 2.2231 3.7620 0.1 0.0 0.0
H -0.3121 1.8547 5.3750 0.2 -0.1 -0.3
H 1.4297 -1.1863 2.0221 -0.2 0.6 0.4
H 1.7528 0.5432 1.9603 -0.5 -0.3 -0.1
```
Forces are in eV/Å.

***

Calculated values (Eh/bohr) of max |F| for the records, taken in order: 0.036 0.043.
Calculated values (kJ/mol) of energy relative to the best compared isomer or geometry (same formula, charge and spin) for the records, taken in order: 52.2 0.0.